#i
Here is 2 unconnected molecules or ions with the total composition C3H7N2OS from the OMol25 dataset. Energies are from wB97M-V/def2-TZVPD.

Values from the calculation:
HOMO energy ... -13.5 eV
Total charge ... +1
HOMO-LUMO gap ... 9.890 eV
Molar mass ... 119.2 g mol⁻¹

Last column: natural (NBO) charge in e.
Positions of all 14 atoms, in Å:
C: -3.173 0.424 0.491  -0.39
C: 1.752 0.566 -0.033  0.38
C: -2.517 -0.458 -0.108  0.33
N: 0.527 0.618 0.120  -0.62
N: 2.568 -0.275 -0.724  -0.75
O: -1.640 -0.817 -0.976  -0.69
S: -0.433 1.941 0.794  0.21
H: -0.105 -0.063 -0.290  0.44
H: -3.901 0.694 1.270  0.29
H: 2.368 1.342 0.590  0.22
H: 3.508 -0.109 -0.904  0.44
H: 2.098 -1.173 -1.029  0.42
H: -1.842 -1.651 -1.450  0.54
H: -1.705 1.428 0.909  0.18

=====

#ii
Here is a gas-phase ion, C3H7N2OS (charge +1) from the OMol25 dataset. Energies are from wB97M-V/def2-TZVPD.

Values from the calculation:
HOMO energy ... -14.4 eV
Total charge ... +1
HOMO-LUMO gap ... 9.212 eV
Molar mass ... 119.2 g mol⁻¹

Last column: natural (NBO) charge in e.
Positions of all 14 atoms, in Å:
C: 1.723 0.191 -0.752  0.10
C: 1.226 1.034 0.340  -0.60
C: -1.284 -0.189 0.039  0.48
N: 1.165 -0.772 -1.338  -0.50
N: -1.048 -1.062 1.089  -0.74
O: -2.278 -0.445 -0.740  -0.58
S: -0.517 1.372 -0.045  0.38
H: 2.700 0.437 -1.108  0.21
H: 1.405 0.502 1.251  0.27
H: 1.696 2.095 0.384  0.29
H: -1.745 -1.717 1.286  0.42
H: -0.761 -0.717 1.926  0.42
H: 0.230 -1.001 -0.986  0.30
H: -2.511 0.271 -1.345  0.54

=====

Most favorable first, least favorable last: #ii, #i

=====

#i
Here is a molecular structure, C28H19I2N4O2PS3V from the OMol25 dataset. Energies are from wB97M-V/def2-TZVPD.

Values from the calculation:
HOMO energy (alpha / beta) ... -1.9 / -1.5 eV
<S²> ... 0.7719
Total charge ... -2
2S+1 ... 2
HOMO-LUMO gap (alpha / beta) ... 5.794 / 5.300 eV
Molar mass ... 875.4 g mol⁻¹

Last column: natural (NBO) charge in e.
Positions of all 60 atoms, in Å:
V: -0.274 -0.351 -1.385  0.56
O: 3.558 -1.304 -0.690  -0.70
C: 2.568 -0.781 -0.175  0.77
O: 1.822 0.111 -0.699  -0.77
C: 2.199 -1.198 1.244  -0.05
C: 3.017 -2.098 1.915  -0.19
C: 2.736 -2.487 3.214  -0.23
C: 1.619 -1.972 3.856  -0.22
C: 0.791 -1.077 3.195  -0.20
C: 1.067 -0.681 1.885  -0.34
P: -0.056 0.441 0.984  0.96
C: 0.746 2.075 1.112  -0.24
C: 1.789 2.340 1.992  -0.24
C: 2.349 3.609 2.051  -0.21
C: 1.865 4.621 1.236  -0.22
C: 0.825 4.363 0.355  -0.23
C: 0.272 3.093 0.288  -0.13
C: -1.483 0.604 2.114  -0.38
C: -1.722 1.724 2.904  -0.15
C: -2.905 1.839 3.622  -0.21
C: -3.850 0.827 3.570  -0.21
C: -3.612 -0.303 2.799  -0.21
C: -2.441 -0.410 2.066  -0.20
H: 3.877 -2.478 1.379  0.23
H: 3.383 -3.190 3.725  0.20
H: 1.387 -2.268 4.873  0.20
H: -0.084 -0.685 3.698  0.22
H: 2.170 1.548 2.627  0.22
H: 3.167 3.804 2.735  0.20
H: 2.304 5.611 1.284  0.20
H: 0.446 5.147 -0.288  0.21
H: -0.531 2.888 -0.410  0.23
H: -1.003 2.533 2.926  0.21
H: -3.108 2.741 4.183  0.22
H: -4.787 0.938 4.102  0.20
H: -4.357 -1.088 2.740  0.20
H: -2.271 -1.273 1.432  0.23
S: -2.350 0.782 -1.867  0.02
C: -2.081 1.807 -3.269  -0.36
C: -3.205 2.401 -3.899  0.28
N: -4.128 2.873 -4.402  -0.36
C: -0.822 1.934 -3.779  -0.26
S: 0.583 1.215 -3.086  -0.14
C: -0.630 2.719 -4.962  0.30
N: -0.469 3.330 -5.925  -0.36
C: 0.592 -5.697 -4.254  -0.64
C: 0.695 -4.419 -3.472  0.27
C: 1.761 -3.544 -3.656  -0.36
C: 1.736 -2.355 -2.945  0.14
N: 0.758 -2.114 -2.087  -0.57
C: -0.233 -3.027 -1.939  0.27
S: -1.420 -2.488 -0.813  -0.21
N: -0.309 -4.167 -2.632  -0.50
H: 1.575 -6.057 -4.558  0.20
H: -0.004 -5.527 -5.153  0.22
H: 0.086 -6.455 -3.658  0.23
H: 2.564 -3.777 -4.341  0.21
H: 2.496 -1.588 -3.027  0.23
I: -3.650 2.475 -0.294  0.06
I: -5.019 4.471 1.558  -0.60

=====

#ii
Here is a molecular structure, C28H19I2N4O2PS3V from the OMol25 dataset. Energies are from wB97M-V/def2-TZVPD.

Values from the calculation:
HOMO energy (alpha / beta) ... -2.1 / -1.6 eV
<S²> ... 0.7624
Total charge ... -2
2S+1 ... 2
HOMO-LUMO gap (alpha / beta) ... 6.260 / 5.756 eV
Molar mass ... 875.4 g mol⁻¹

Last column: natural (NBO) charge in e.
Positions of all 60 atoms, in Å:
V: -1.392 0.488 0.208  0.63
O: -2.541 0.511 -1.645  -0.70
C: -1.776 -0.511 -1.660  0.58
O: -1.871 -1.438 -0.772  -0.70
C: -0.701 -0.680 -2.696  0.00
C: -0.942 -0.507 -4.048  -0.21
C: 0.079 -0.731 -4.965  -0.22
C: 1.337 -1.112 -4.521  -0.23
C: 1.583 -1.254 -3.159  -0.20
C: 0.569 -1.037 -2.236  -0.32
P: 0.743 -1.050 -0.398  1.00
C: 2.537 -0.718 -0.183  -0.35
C: 3.082 0.460 -0.701  -0.21
C: 4.403 0.798 -0.451  -0.21
C: 5.199 -0.027 0.335  -0.24
C: 4.662 -1.187 0.872  -0.16
C: 3.340 -1.529 0.615  -0.22
C: 0.642 -2.834 0.008  -0.35
C: 1.466 -3.774 -0.603  -0.14
C: 1.388 -5.115 -0.252  -0.25
C: 0.484 -5.521 0.721  -0.21
C: -0.346 -4.589 1.327  -0.20
C: -0.273 -3.251 0.966  -0.15
H: -1.925 -0.187 -4.369  0.22
H: -0.106 -0.600 -6.025  0.20
H: 2.137 -1.280 -5.232  0.20
H: 2.579 -1.507 -2.817  0.22
H: 2.465 1.126 -1.292  0.23
H: 4.806 1.718 -0.859  0.20
H: 6.228 0.243 0.540  0.20
H: 5.253 -1.830 1.513  0.21
H: 2.941 -2.434 1.059  0.24
H: 2.184 -3.456 -1.351  0.20
H: 2.040 -5.838 -0.727  0.20
H: 0.434 -6.564 1.013  0.20
H: -1.048 -4.898 2.090  0.21
H: -0.937 -2.525 1.419  0.24
S: -3.261 -0.350 1.618  -0.10
C: -2.950 0.360 3.148  -0.24
C: -4.058 0.379 4.087  0.29
N: -4.955 0.403 4.807  -0.35
C: -1.770 0.909 3.541  -0.38
S: -0.385 0.944 2.459  0.07
C: -1.616 1.503 4.840  0.29
N: -1.482 1.988 5.877  -0.36
C: -2.675 6.569 -0.555  -0.64
C: -2.463 5.132 -0.169  0.27
C: -3.349 4.487 0.687  -0.37
C: -3.094 3.159 0.961  0.12
N: -2.048 2.537 0.443  -0.56
C: -1.226 3.224 -0.401  0.29
S: 0.060 2.272 -1.007  -0.20
N: -1.415 4.526 -0.707  -0.50
H: -3.106 7.142 0.266  0.20
H: -3.362 6.627 -1.403  0.22
H: -1.727 7.010 -0.857  0.23
H: -4.198 4.998 1.120  0.21
H: -3.733 2.565 1.605  0.21
I: 1.121 -0.741 3.462  0.10
I: 2.971 -3.001 4.455  -0.70

=====

Most favorable first, least favorable last: #i, #ii